# 1
C6H11O2 | wB97M-V/def2-TZVPD

Computed properties:
Net charge   -1
HOMO level   -4.0 eV
Energy above the lowest of the compared OMol25 structures with the same formula, charge and spin   0.619 eV

Cartesian coordinates (Å):
O -0.3765 0.6365 2.6484
C 0.5969 0.0275 2.1655
O 0.6307 -1.1371 1.6904
C 1.9595 0.7677 2.1670
H 2.6295 0.3316 1.4273
H 1.8228 1.8347 1.9873
H 2.3982 0.6516 3.1619
C -0.2221 -0.5772 -1.4060
C -1.3852 -0.0015 -1.1408
C -2.2486 -0.3292 0.0496
C 0.6279 -0.2045 -2.5886
H 0.1602 -1.3240 -0.7199
H -1.7573 0.7811 -1.8007
H -2.5248 0.5961 0.5594
H -3.1699 -0.8316 -0.2629
H -1.6793 -0.9313 0.7576
H 0.1326 0.5683 -3.1809
H 0.8139 -1.0568 -3.2454
H 1.5915 0.1980 -2.2693

=====

# 2
C6H11O2 | wB97M-V/def2-TZVPD

Computed properties:
Net charge   +1
HOMO level   -15.5 eV
Energy above the lowest of the compared OMol25 structures with the same formula, charge and spin   0.999 eV

Cartesian coordinates (Å):
C 0.5183 -0.2610 0.1269
C 1.3115 -1.3496 -1.3423
C 0.4140 -0.7124 -2.4334
C -0.0703 0.6474 -1.9842
C -1.3675 0.7794 2.2968
C 0.0328 0.3332 2.4982
O -0.1637 0.6569 -0.5249
O 0.6049 -0.4793 1.3641
H 2.3164 -1.3905 -1.1285
H 1.0071 -2.3035 -0.9834
H 1.0785 -0.5597 -3.3588
H -0.4995 -1.3727 -2.5804
H 0.5029 1.4658 -2.3839
H -1.1355 0.7680 -2.3244
H -1.5602 1.3899 3.2315
H -1.6168 1.4062 1.3494
H -2.1075 0.0331 2.2357
H 0.1081 -0.3208 3.4359
H 0.6263 1.2695 2.5053

=====

> The lowest HOMO level belongs to which entry?

number 2

=====

Please write out number 1 again, unchanged.
C6H11O2 | wB97M-V/def2-TZVPD

Computed properties:
Net charge   -1
HOMO level   -4.0 eV
Energy above the lowest of the compared OMol25 structures with the same formula, charge and spin   0.619 eV

Cartesian coordinates (Å):
O -0.3765 0.6365 2.6484
C 0.5969 0.0275 2.1655
O 0.6307 -1.1371 1.6904
C 1.9595 0.7677 2.1670
H 2.6295 0.3316 1.4273
H 1.8228 1.8347 1.9873
H 2.3982 0.6516 3.1619
C -0.2221 -0.5772 -1.4060
C -1.3852 -0.0015 -1.1408
C -2.2486 -0.3292 0.0496
C 0.6279 -0.2045 -2.5886
H 0.1602 -1.3240 -0.7199
H -1.7573 0.7811 -1.8007
H -2.5248 0.5961 0.5594
H -3.1699 -0.8316 -0.2629
H -1.6793 -0.9313 0.7576
H 0.1326 0.5683 -3.1809
H 0.8139 -1.0568 -3.2454
H 1.5915 0.1980 -2.2693

=====

> The highest HOMO level belongs to which entry?

number 1

=====

> Which formula does entry 1 have?

C6H11O2